Entry 1:
Density functional theory data (ωB97M-V with the def2-TZVPD basis set) for a molecular structure, C26H26AsCl2F3N3O5SZn.

Structure (ORCA input):
```
! wB97M-V def2-TZVPD RIJCOSX def2/J DEFGRID3
* xyz -1 1
Zn 0.087 0.663 -0.136
C -1.943 1.828 -4.144
O -1.913 0.473 -4.569
C -1.642 -0.572 -3.709
C -1.411 -1.736 -4.318
C -1.064 -3.083 -3.753
C -2.281 -2.639 -1.583
C -2.227 -1.166 -1.317
C -2.338 -0.833 0.080
N -1.680 0.120 0.625
N -1.849 0.419 1.963
C -1.016 1.382 2.281
O -0.165 1.950 1.501
C -1.058 1.845 3.701
C -1.664 1.086 4.699
C -1.670 1.532 6.011
C -1.076 2.744 6.342
C -0.466 3.502 5.353
C -0.452 3.051 4.041
C -1.636 -0.286 -2.230
O -1.053 0.799 -1.883
H -2.214 2.389 -5.039
H -0.977 2.163 -3.770
H -2.691 2.000 -3.369
H -1.436 -1.695 -5.403
H -1.823 -3.800 -4.072
H -2.409 -3.165 -0.643
H -2.994 -1.445 0.706
H -2.123 0.146 4.423
H -2.129 0.927 6.784
H -1.091 3.096 7.367
H 0.010 4.443 5.604
H 0.030 3.618 3.255
Cl -0.622 -4.852 -1.759
C -0.962 -3.131 -2.246
Cl -3.754 -3.165 -2.532
C 0.311 -2.344 -1.743
O 1.124 -2.048 -2.639
O 0.435 -2.100 -0.527
H -0.109 -3.417 -4.164
F 4.575 0.197 5.448
C 4.720 -0.662 4.422
F 4.657 -1.903 4.930
F 5.976 -0.492 3.957
C 3.700 -0.423 3.345
C 2.947 -1.460 2.830
C 2.040 -1.171 1.817
N 1.880 0.055 1.329
C 2.605 1.050 1.838
C 3.531 0.860 2.846
H 3.056 -2.468 3.203
H 1.425 -1.937 1.363
H 2.426 2.030 1.417
H 4.102 1.691 3.237
C 2.168 -0.066 -4.474
As 2.929 0.356 -2.747
C 4.412 1.492 -3.336
C 3.990 -1.075 -1.995
S 1.934 1.710 -1.466
H 2.868 0.257 -5.243
H 1.225 0.470 -4.566
H 1.963 -1.129 -4.529
H 5.125 0.926 -3.939
H 4.911 1.903 -2.461
H 4.007 2.314 -3.924
H 4.610 -1.472 -2.799
H 3.359 -1.853 -1.583
H 4.621 -0.631 -1.227
*
```

The calculation puts the HOMO energy at -4.316 eV. The value obtained for the gap between HOMO and LUMO is 6.61 eV. Its LUMO energy is 2.293 eV. The total energy comes out at -195384.66609 eV.

***

Entry 2:
Density functional theory data (ωB97M-V with the def2-TZVPD basis set) for a single C24H31N3O2 molecule.

Structure (ORCA input):
```
! wB97M-V def2-TZVPD RIJCOSX def2/J DEFGRID3
* xyz 0 1
C 0.629 -1.241 4.132
C 0.226 -1.914 3.228
C -0.228 -2.737 2.120
N 0.840 -3.042 1.184
C 1.344 -2.144 0.312
O 2.152 -2.459 -0.547
C 0.919 -0.684 0.433
C 0.400 -0.230 -0.933
C -0.993 -0.797 -1.193
O -1.451 -1.755 -0.597
N -1.694 -0.183 -2.168
C -1.367 1.065 -2.826
C 0.076 1.490 -2.510
N 0.462 1.210 -1.142
C -0.298 1.970 -0.155
C -0.209 3.435 -0.434
C -1.266 4.238 -0.526
C -1.260 5.670 -0.790
C -0.095 6.395 -1.042
C -0.148 7.752 -1.293
C -1.363 8.418 -1.300
C -2.529 7.713 -1.053
C -2.477 6.356 -0.802
C 1.297 -4.421 1.089
C 0.212 -5.355 0.549
C 0.794 -6.752 0.351
C 1.356 -7.286 1.666
C 2.420 -6.341 2.218
C 1.843 -4.942 2.419
H 0.967 -0.650 4.931
H -0.610 -3.677 2.522
H -1.052 -2.247 1.588
H 0.185 -0.515 1.214
H 1.822 -0.113 0.658
H 1.068 -0.685 -1.681
H -2.616 -0.561 -2.345
H -2.064 1.843 -2.488
H -1.493 0.948 -3.907
H 0.772 0.953 -3.159
H 0.182 2.560 -2.698
H -1.354 1.657 -0.095
H 0.163 1.775 0.819
H 0.799 3.804 -0.556
H -2.253 3.811 -0.386
H 0.861 5.895 -1.042
H 0.765 8.297 -1.487
H -1.400 9.479 -1.497
H -3.481 8.224 -1.056
H -3.392 5.812 -0.609
H 2.117 -4.395 0.363
H -0.627 -5.414 1.246
H -0.164 -4.958 -0.396
H 0.021 -7.425 -0.025
H 1.592 -6.709 -0.393
H 0.546 -7.384 2.393
H 1.786 -8.277 1.511
H 2.801 -6.723 3.168
H 3.256 -6.289 1.518
H 1.050 -4.987 3.170
H 2.614 -4.263 2.788
*
```

The calculation puts the HOMO energy at -8.628 eV. The value obtained for the gap between HOMO and LUMO is 9.27 eV. Its LUMO energy is 0.642 eV. The total energy comes out at -33955.46568 eV. The SMILES is C#CCN(C(=O)C[C@H]1C(=O)NCCN1C/C=C/c1ccccc1)C1CCCCC1.

***

Entry 3:
Density functional theory data (ωB97M-V with the def2-TZVPD basis set) for a molecular structure, C6H10O in a non-equilibrium geometry.

Structure (ORCA input):
```
! wB97M-V def2-TZVPD RIJCOSX def2/J DEFGRID3
* xyz 0 1
O 2.768 -2.276 1.871
C 2.061 -1.823 0.900
C 1.245 -0.541 0.941
C 0.240 -0.380 -0.165
C 0.185 0.994 -0.744
C -2.407 1.077 -0.048
C -1.136 1.472 -0.885
H 2.072 -2.468 -0.031
H 1.328 0.106 1.736
H 2.341 -0.595 0.447
H -0.764 -0.322 0.309
H 0.277 -1.269 -0.805
H -2.219 -0.012 -1.112
H 0.865 1.256 -1.470
H -3.437 1.476 -0.398
H -1.966 1.012 0.985
H -1.451 2.293 -1.531
*
```

The calculation puts the HOMO energy at -8.624 eV. The value obtained for the gap between HOMO and LUMO is 9.06 eV. Its LUMO energy is 0.431 eV. The total energy comes out at -8424.67838 eV.

***

Entry 4:
Density functional theory data (ωB97M-V with the def2-TZVPD basis set) for a molecular structure, C26H30AsIrN3O2 in a non-equilibrium geometry.

Structure (ORCA input):
```
! wB97M-V def2-TZVPD RIJCOSX def2/J DEFGRID3
* xyz 2 6
Ir 0.958 -0.105 -0.202
C -0.828 4.030 1.216
C -1.092 3.558 -0.192
C -1.391 4.501 -1.175
C -1.536 4.154 -2.508
C -1.353 2.839 -2.894
C -1.063 1.871 -1.940
C -0.808 0.454 -2.360
C -0.968 2.227 -0.594
N -0.604 1.159 0.315
C -1.234 1.016 1.518
O -2.268 1.558 1.877
C -0.573 0.001 2.427
C -0.913 -0.249 3.743
C -0.191 -1.224 4.430
C 0.843 -1.915 3.799
C 1.113 -1.591 2.484
N 0.409 -0.667 1.856
C 2.243 -2.139 1.663
O 3.019 -2.953 2.071
N 2.364 -1.471 0.411
C 3.394 -1.678 -0.455
C 3.766 -2.983 -0.937
C 3.069 -4.241 -0.511
C 4.753 -3.034 -1.889
C 5.385 -1.874 -2.354
C 5.036 -0.604 -1.874
C 4.055 -0.478 -0.934
C 3.747 0.845 -0.293
H -0.687 5.109 1.224
H 0.080 3.574 1.621
H -1.643 3.788 1.892
H -1.485 5.539 -0.880
H -1.757 4.913 -3.246
H -1.430 2.559 -3.938
H -0.960 0.324 -3.432
H -1.412 -0.282 -1.829
H 0.269 0.168 -2.220
H -1.707 0.318 4.209
H -0.424 -1.435 5.465
H 1.437 -2.663 4.306
H 2.005 -4.081 -0.331
H 3.500 -4.620 0.414
H 3.179 -5.001 -1.281
H 5.032 -3.994 -2.304
H 6.165 -1.962 -3.100
H 5.569 0.270 -2.224
H 4.251 1.664 -0.801
H 4.016 0.848 0.764
H 2.663 1.111 -0.296
C -4.466 -0.769 1.709
As -3.582 -0.547 0.026
C -4.159 -1.981 -1.111
C -4.158 1.101 -0.744
H -5.529 -0.835 1.462
H -4.259 0.103 2.323
H -4.141 -1.684 2.197
H -5.246 -1.883 -1.166
H -3.891 -2.941 -0.676
H -3.725 -1.881 -2.103
H -5.244 1.003 -0.831
H -3.709 1.246 -1.723
H -3.886 1.912 -0.073
*
```

The calculation puts the HOMO energy (spin up / spin down) at -13.504 / -13.878 eV. The value obtained for the gap between HOMO and LUMO (spin up / spin down) is 7.57 / 5.32 eV. Its LUMO energy (spin up / spin down) is -5.931 / -8.557 eV. The total energy comes out at -99673.26519 eV.

***

Entry 5:
Density functional theory data (ωB97M-V with the def2-TZVPD basis set) for a molecular structure, C10H19LaNO5 in a non-equilibrium geometry.

Structure (ORCA input):
```
! wB97M-V def2-TZVPD RIJCOSX def2/J DEFGRID3
* xyz 3 1
C 3.239 2.805 0.435
C 4.216 1.496 0.569
O 3.937 0.407 -0.380
C 2.495 0.186 -0.573
C 2.242 -1.362 -1.124
C 1.039 -2.151 -0.295
N 1.644 -2.580 1.056
O -0.125 -1.283 -0.057
C -1.380 -1.884 -0.532
O -1.562 -2.453 -1.744
C -2.690 -1.802 0.500
C -3.560 -0.416 0.244
C -2.779 0.710 -0.656
C -3.593 2.151 -0.416
O -3.820 2.969 -1.469
O -4.131 2.559 0.920
H 3.906 3.770 0.637
H 2.468 2.754 1.315
H 2.764 2.964 -0.627
H 5.322 1.874 0.333
H 4.224 1.179 1.699
H 2.170 0.889 -1.480
H 1.851 0.367 0.388
H 2.066 -1.414 -2.287
H 3.261 -1.936 -0.901
H 0.792 -3.157 -0.860
H 0.980 -3.340 1.379
H 2.547 -3.066 0.835
H -3.373 -2.752 0.420
H -2.241 -1.775 1.598
H -4.562 -0.709 -0.317
H -3.891 -0.037 1.319
H -2.784 0.479 -1.827
H -1.663 0.910 -0.317
H -3.347 2.890 1.459
La -5.662 0.755 0.755
*
```

The calculation puts the HOMO energy at -16.164 eV. The value obtained for the gap between HOMO and LUMO is 1.67 eV. Its LUMO energy is -14.499 eV. The total energy comes out at -23223.07337 eV.

***

Entry 6:
Density functional theory data (ωB97M-V with the def2-TZVPD basis set) for 2 unconnected molecules or ions with the total composition C6H17N3O2 in a non-equilibrium geometry.

Structure (ORCA input):
```
! wB97M-V def2-TZVPD RIJCOSX def2/J DEFGRID3
* xyz 2 1
C 2.656 -1.914 -0.437
C -1.275 3.006 -0.147
C 2.138 -0.506 -0.689
C 0.612 1.361 -0.172
C -0.017 -2.062 0.903
C 1.090 -0.004 0.303
N -4.071 -1.715 -0.648
N -2.893 -1.184 -0.625
N -0.547 1.929 0.524
O -2.578 -0.334 0.218
O 0.007 -0.916 0.268
H 3.502 -1.918 0.302
H 3.197 -2.451 -1.319
H 1.819 -2.614 -0.231
H -1.785 3.569 0.550
H -0.624 3.486 -0.953
H -2.124 2.631 -0.649
H 2.845 0.322 -0.736
H 1.535 -0.546 -1.631
H 1.474 2.026 0.022
H 0.280 1.377 -1.267
H -0.918 -2.720 0.672
H 0.329 -2.169 1.848
H 1.563 -0.057 1.351
H -4.215 -2.387 -1.487
H -4.841 -1.417 -0.095
H -0.178 2.340 1.376
H -1.321 1.274 0.595
*
```

The calculation puts the HOMO energy at -16.393 eV. The value obtained for the gap between HOMO and LUMO is 6.74 eV. Its LUMO energy is -9.650 eV. The total energy comes out at -15041.08813 eV.